1.
{"formula": "C26H22BaN6O4S", "method": "wB97M-V/def2-TZVPD", "species": ["Ba", "C", "N", "C", "C", "N", "C", "S", "C", "C", "C", "C", "C", "N", "H", "H", "H", "H", "H", "H", "H", "H", "H", "N", "C", "C", "C", "C", "C", "C", "C", "C", "C", "C", "C", "C", "H", "H", "H", "H", "H", "H", "H", "H", "H", "H", "O", "C", "O", "C", "C", "N", "N", "C", "C", "O", "O", "H", "H", "H"], "xyz": [[0.37185, 0.64753, -2.47052], [-0.35628, -0.55935, 4.41494], [-1.11778, -1.38302, 3.49485], [-2.19418, -2.19145, 3.82764], [-2.63489, -2.75175, 2.69760], [-1.82427, -2.28559, 1.66053], [-0.86832, -1.42473, 2.15359], [0.28992, -0.51860, 1.37112], [-1.96757, -2.73244, 0.31338], [-3.24806, -2.95091, -0.17885], [-3.37048, -3.36917, -1.49091], [-2.22750, -3.55497, -2.25147], [-0.99777, -3.33572, -1.65047], [-0.86774, -2.93204, -0.38281], [-0.74869, -0.71312, 5.41865], [-0.44288, 0.48943, 4.13536], [0.69629, -0.83303, 4.37775], [-2.53680, -2.30448, 4.84264], [-3.43098, -3.45520, 2.53132], [-4.12040, -2.76915, 0.43648], [-4.35164, -3.53425, -1.91803], [-2.28905, -3.86611, -3.28690], [-0.06847, -3.49898, -2.18429], [1.26766, 2.22514, -0.04509], [0.75832, 3.45071, -0.52762], [1.62053, 4.47265, -0.92633], [1.12299, 5.64390, -1.48104], [-0.24573, 5.81386, -1.63068], [-1.10504, 4.80374, -1.21381], [-0.62925, 3.61568, -0.66523], [-1.58925, 2.55704, -0.19320], [-2.38323, 2.84167, 0.92742], [-3.30071, 1.90920, 1.39485], [-3.45501, 0.70584, 0.71456], [-2.67039, 0.44677, -0.40616], [-1.69273, 1.33462, -0.88748], [2.21383, 2.27375, 0.29829], [0.65196, 1.74165, 0.60469], [2.69006, 4.35275, -0.77907], [1.80871, 6.42563, -1.78474], [-0.64028, 6.72693, -2.05912], [-2.17740, 4.92862, -1.31098], [-2.27723, 3.79715, 1.43746], [-3.89899, 2.12783, 2.27267], [-4.18664, -0.02357, 1.05786], [-2.83260, -0.50027, -0.92535], [4.46112, -4.05212, -1.19269], [5.27207, -3.04033, -0.93489], [6.39242, -3.18764, -0.51418], [4.74987, -1.66658, -1.19512], [5.49626, -0.54918, -0.93451], [4.73484, 0.51052, -1.26530], [3.52923, 0.16906, -1.73118], [3.52903, -1.15952, -1.69905], [2.32635, -1.89227, -2.19098], [2.24497, -3.10218, -2.00891], [1.44385, -1.16019, -2.79107], [3.58949, -3.72840, -1.51128], [6.49610, -0.46573, -0.53692], [4.99056, 1.48037, -1.22745]], "forces_ev_per_a": [[-1.3819, 3.7767, 0.6288], [-0.0877, -0.0349, -0.0395], [0.0961, 0.0378, 0.0516], [0.2150, 0.2266, 0.1671], [0.0106, 0.0021, -0.3174], [0.1223, -0.2763, -0.1689], [-0.4533, -0.0178, 0.1763], [0.2588, -0.1902, -0.0121], [0.0245, 0.0791, 0.0967], [-0.1697, -0.0707, -0.0168], [-0.1239, -0.0026, 0.0733], [0.0393, 0.0224, -0.0530], [0.0226, 0.0139, 0.1020], [0.0247, -0.0321, -0.0556], [0.0179, 0.0018, -0.0421], [-0.0351, 0.0149, -0.0112], [0.0114, -0.0325, -0.0044], [0.0490, 0.0377, -0.0771], [0.0808, 0.0090, -0.0153], [0.0500, 0.0396, -0.0633], [0.0100, 0.0067, 0.0171], [0.0422, -0.0227, 0.0685], [-0.0102, 0.0390, 0.0195], [-0.2056, 0.0674, -0.2875], [-0.0041, -0.0392, 0.0083], [0.0114, -0.0557, -0.0508], [0.0064, -0.0382, 0.0334], [-0.0047, -0.0386, 0.0122], [0.1100, 0.0560, -0.0058], [-0.2049, -0.1626, 0.1436], [-0.2924, -0.1085, 0.1323], [0.1282, 0.0497, -0.0764], [0.0272, 0.0003, -0.0241], [0.0418, -0.0220, -0.0843], [-0.0688, 0.1841, 0.0885], [-0.3098, 0.0313, 0.0230], [0.0202, 0.0045, 0.0751], [0.0091, 0.1023, 0.0143], [-0.0283, -0.0047, -0.0384], [-0.0169, -0.0186, 0.0139], [0.0052, -0.0354, 0.0176], [0.0190, -0.0182, 0.0059], [-0.0012, -0.0719, -0.0148], [0.0120, -0.0002, -0.0372], [0.0361, 0.0654, -0.0035], [0.0410, 0.1480, 0.0706], [0.8941, -0.1517, 0.2960], [-0.0983, -0.1110, -0.0856], [0.0513, -0.0279, 0.0344], [-0.0818, -0.1369, 0.0382], [0.1248, 0.2495, 0.0594], [0.0689, 0.0821, 0.1058], [0.0496, -0.2433, -0.1809], [-0.1136, 0.1578, -0.0487], [-0.3044, 0.1153, -0.2956], [-0.2346, 0.0055, -0.2486], [2.2041, -3.8167, -0.0805], [-0.6172, 0.0760, -0.1137], [-0.0940, 0.0241, -0.0598], [0.0066, 0.0546, 0.0396]], "relative_energy_kj_mol": 92.5, "charge": 0, "homo_ev": -7.10}

2.
{"formula": "C26H22Br2N6O6S2Ta", "method": "wB97M-V/def2-TZVPD", "species": ["Ta", "C", "C", "O", "C", "C", "C", "N", "N", "C", "O", "C", "C", "C", "C", "C", "C", "H", "H", "H", "H", "H", "H", "H", "H", "H", "H", "H", "H", "Br", "C", "C", "C", "C", "C", "N", "C", "O", "O", "H", "H", "H", "S", "C", "Br", "C", "C", "N", "C", "C", "C", "C", "O", "O", "H", "H", "H", "N", "C", "N", "S", "H", "H", "H", "H"], "xyz": [[-0.22885, -1.00049, -0.71997], [-2.83748, -2.09677, -4.01586], [-2.11914, -1.08690, -3.16933], [-1.85951, -1.46425, -1.96592], [-1.82787, 0.17719, -3.63307], [-1.41778, 1.20577, -2.75767], [-1.60186, 2.62786, -3.18890], [-0.95109, 0.93704, -1.55313], [-0.92362, 2.03963, -0.71030], [-0.72561, 1.63630, 0.48918], [-0.56558, 0.35281, 0.76329], [-0.58913, 2.57883, 1.62112], [-0.18243, 3.88833, 1.38065], [0.00319, 4.76404, 2.43872], [-0.22732, 4.34352, 3.74030], [-0.63657, 3.04025, 3.98431], [-0.80628, 2.15857, 2.93035], [-2.27505, -3.03174, -4.01460], [-3.81209, -2.29949, -3.56752], [-2.98105, -1.74931, -5.03641], [-2.11038, 0.44010, -4.64087], [-1.87824, 2.66555, -4.23981], [-2.38030, 3.10454, -2.59348], [-0.68780, 3.19559, -3.01865], [0.00363, 4.20402, 0.36285], [0.33761, 5.77518, 2.24598], [-0.07355, 5.02657, 4.56618], [-0.80640, 2.70789, 5.00042], [-1.08996, 1.13240, 3.10833], [-2.20266, -1.35373, 2.68471], [-2.24899, -2.75561, 1.43563], [-3.05937, -3.83450, 1.78171], [-3.11762, -4.91832, 0.93424], [-2.34237, -4.89608, -0.21521], [-1.56624, -3.79092, -0.47082], [-1.52714, -2.69696, 0.32113], [-0.61672, -3.79516, -1.64958], [-0.71354, -4.63656, -2.51820], [0.26702, -2.86795, -1.55485], [-3.61560, -3.79593, 2.70509], [-3.73855, -5.77017, 1.17644], [-2.30289, -5.71159, -0.92236], [1.63105, -3.15650, 1.34715], [1.26100, -1.65240, 0.82564], [2.69152, 2.39559, 6.04867], [2.94572, 2.43672, 4.17921], [3.56385, 3.53636, 3.59784], [3.75104, 3.64862, 2.28869], [3.30715, 2.66627, 1.51590], [2.68533, 1.52372, 2.01595], [2.50281, 1.39699, 3.38711], [2.18281, 0.51289, 1.05743], [2.08396, 0.73536, -0.13014], [1.87505, -0.64558, 1.63523], [3.91403, 4.35105, 4.22132], [3.44058, 2.77343, 0.44668], [2.01952, 0.52597, 3.80635], [3.00850, -1.90677, -4.11316], [2.48970, -1.63130, -2.90917], [3.02962, -2.20168, -1.84486], [1.23316, -0.48071, -2.83907], [3.77352, -2.54914, -4.22658], [2.50753, -1.60422, -4.92873], [3.57950, -3.04042, -1.93953], [2.55822, -2.08381, -0.95607]], "forces_ev_per_a": [[-0.0798, 0.1161, -0.4950], [0.0280, 0.0568, 0.0506], [0.0052, -0.0342, -0.1182], [-0.1910, -0.1248, -0.0792], [0.0151, 0.0021, 0.1145], [-0.0796, -0.1134, -0.1314], [0.0029, 0.0441, -0.0020], [0.0841, 0.1058, 0.0706], [0.0438, 0.1759, 0.1277], [0.1264, -0.0826, 0.1705], [0.0274, -0.2474, -0.0444], [-0.0257, 0.1547, -0.1092], [-0.0169, 0.0351, 0.0059], [0.0058, 0.0174, -0.0582], [0.0154, -0.0003, 0.0687], [0.0020, 0.0213, 0.0539], [0.0226, -0.0515, -0.1424], [0.0124, 0.0029, -0.0076], [-0.0017, -0.0176, 0.0041], [0.0074, 0.0201, 0.0025], [-0.0028, 0.0161, 0.0028], [0.0038, 0.0090, -0.0063], [-0.0055, -0.0107, -0.0003], [-0.0016, -0.0018, 0.0081], [-0.0058, -0.0200, -0.0080], [0.0031, 0.0019, 0.0019], [-0.0101, -0.0026, 0.0035], [0.0007, -0.0089, 0.0001], [-0.0080, -0.0419, 0.0238], [0.0094, 0.0662, 0.0098], [-0.1137, -0.0522, 0.0265], [0.0965, 0.0890, -0.0651], [0.0485, 0.0022, -0.0696], [-0.0318, -0.0141, 0.0124], [0.0087, -0.0514, 0.0041], [-0.1111, -0.1092, 0.1793], [-0.2216, -0.2024, 0.1215], [0.0598, 0.0379, 0.0647], [0.2091, 0.1672, 0.0748], [0.0000, -0.0078, 0.0083], [-0.0062, -0.0080, -0.0080], [-0.0032, -0.0070, 0.0094], [-0.0288, 0.0056, -0.0132], [0.1248, 0.0904, 0.0076], [-0.0119, -0.0064, 0.0170], [0.0150, 0.0416, -0.0380], [-0.0340, -0.0604, 0.1218], [0.0266, 0.0605, -0.0184], [-0.0984, -0.1624, 0.0258], [0.0978, 0.1554, 0.1252], [0.0592, 0.0613, -0.0759], [0.0109, 0.1268, -0.2728], [-0.0913, -0.0390, 0.1381], [-0.0393, -0.1943, 0.0231], [0.0049, 0.0051, -0.0196], [-0.0015, -0.0037, -0.0063], [-0.0074, -0.0090, -0.0071], [0.0197, -0.0949, -0.0552], [-0.0444, 0.1920, -0.0605], [0.0102, -0.0983, 0.0905], [0.0190, -0.0467, 0.1544], [-0.0073, 0.0009, 0.0124], [0.0241, 0.0469, -0.0001], [0.0250, 0.0095, -0.0230], [0.0051, -0.0129, -0.0006]], "s_squared": 0.761, "relative_energy_kj_mol": 64.8, "spin_multiplicity": 2, "charge": 0, "homo_ev": [-6.56, -7.93]}